{
  "formula": "C13H46BNO10",
  "method": "the ωB97M-V functional and the def2-TZVPD basis",
  "species": ["B", "C", "C", "O", "N", "C", "C", "H", "H", "H", "H", "H", "H", "H", "H", "H", "H", "C", "O", "H", "H", "H", "H", "C", "O", "H", "H", "H", "H", "C", "O", "H", "H", "H", "H", "C", "O", "H", "H", "H", "H", "C", "O", "H", "H", "H", "H", "C", "O", "H", "H", "H", "H", "C", "O", "H", "H", "H", "H", "C", "O", "H", "H", "H", "H", "C", "O", "H", "H", "H", "H"],
  "xyz": [[7.420, 1.050, 0.293], [6.357, 0.483, -0.827], [4.872, 0.116, -0.182], [4.842, -0.929, 0.690], [3.641, 0.892, -0.595], [3.865, 2.388, -0.615], [2.423, 0.545, 0.231], [7.164, 1.069, 1.443], [8.502, 1.418, -0.067], [6.777, -0.503, -1.341], [6.237, 1.342, -1.646], [2.798, 2.906, -0.743], [4.483, 2.703, -1.568], [4.406, 2.774, 0.348], [2.476, 1.030, 1.312], [1.484, 0.998, -0.351], [2.208, -0.600, 0.345], [2.694, -1.494, -3.971], [3.040, -2.021, -2.703], [2.557, -2.320, -4.673], [1.763, -0.929, -3.891], [3.497, -0.845, -4.329], [3.155, -1.265, -2.102], [-0.381, -0.481, 2.602], [-0.753, 0.751, 2.013], [0.022, -1.138, 1.828], [0.383, -0.306, 3.363], [-1.259, -0.950, 3.054], [-1.107, 1.312, 2.723], [0.202, -3.803, 0.058], [-0.600, -3.309, 1.114], [0.198, -3.079, -0.760], [1.227, -3.943, 0.412], [-0.205, -4.753, -0.297], [-0.577, -3.973, 1.825], [-3.327, 2.063, 0.021], [-3.443, 1.067, -0.978], [-3.946, 2.919, -0.257], [-3.671, 1.663, 0.978], [-2.284, 2.381, 0.101], [-2.883, 0.321, -0.704], [-3.582, -1.619, 5.102], [-2.202, -1.868, 5.298], [-3.967, -2.321, 4.359], [-4.116, -1.761, 6.045], [-3.722, -0.597, 4.741], [-1.888, -1.230, 5.962], [5.632, 3.589, -4.333], [5.016, 2.332, -4.122], [5.114, 4.343, -3.736], [6.679, 3.539, -4.024], [5.565, 3.855, -5.391], [5.496, 1.683, -4.664], [-5.831, -1.513, 2.176], [-4.784, -2.464, 2.243], [-6.531, -1.698, 2.994], [-5.417, -0.507, 2.273], [-6.355, -1.613, 1.222], [-4.179, -2.275, 1.505], [-9.416, -0.938, 4.258], [-8.889, -0.578, 2.995], [-8.591, -1.082, 4.960], [-10.066, -0.140, 4.624], [-9.981, -1.869, 4.167], [-9.644, -0.457, 2.394], [-0.102, 1.554, -5.683], [1.278, 1.305, -5.487], [-0.487, 0.852, -6.426], [-0.636, 1.412, -4.740], [-0.242, 2.576, -6.044], [1.591, 1.943, -4.823]],
  "forces_ev_per_a": [[-0.8, -0.9, -1.3], [-1.4, 0.5, -0.3], [0.2, -3.8, 3.0], [-0.4, 6.2, -5.3], [2.2, -1.3, 2.2], [-0.2, 1.0, -1.0], [-1.5, 0.2, 0.3], [-0.2, 0.1, 0.2], [-0.2, 0.0, -0.1], [-1.0, 2.1, 1.1], [0.3, -2.0, 1.4], [2.4, -1.2, 0.5], [-1.2, -0.8, 1.9], [-1.2, -0.6, -1.7], [-0.1, -1.0, -2.2], [2.1, -0.9, 1.4], [0.9, 2.2, -0.3], [-0.1, 0.2, 0.2], [0.1, 0.1, 0.5], [0.0, 0.1, 0.2], [0.0, 0.1, -0.3], [-0.1, 0.1, -0.3], [0.0, -0.4, -0.2], [0.0, -0.2, 0.2], [-0.3, 0.8, 0.0], [-0.2, 0.2, 0.2], [0.0, -0.2, 0.1], [0.2, -0.2, 0.1], [0.2, -0.3, -0.5], [0.1, -0.2, 0.0], [-0.3, -0.2, 0.5], [0.0, -0.1, 0.2], [0.1, -0.1, -0.3], [0.2, 0.0, -0.2], [-0.1, 0.5, -0.3], [0.2, -0.1, 0.1], [0.1, -0.5, -0.1], [0.0, -0.2, -0.1], [0.0, 0.2, 0.1], [-0.1, 0.1, 0.2], [-0.3, 0.4, -0.2], [-0.1, -0.1, 0.1], [0.6, 0.2, 0.4], [0.2, 0.2, 0.1], [-0.2, 0.1, 0.0], [-0.3, 0.0, -0.1], [-0.1, -0.5, -0.4], [0.1, -0.1, -0.2], [0.0, -0.5, -0.1], [0.0, -0.2, -0.1], [0.1, 0.3, 0.0], [0.1, 0.2, 0.1], [-0.4, 0.3, 0.3], [0.0, 0.0, -0.1], [0.5, -0.2, -0.4], [0.2, 0.0, -0.2], [-0.2, 0.2, 0.0], [-0.2, 0.2, 0.1], [-0.2, -0.2, 0.5], [-0.2, 0.0, -0.1], [-0.2, 0.1, -0.5], [-0.1, 0.0, -0.2], [0.0, -0.1, 0.3], [0.0, 0.0, 0.3], [0.5, 0.0, 0.3], [0.0, 0.1, 0.1], [0.4, 0.2, 0.3], [0.2, 0.1, 0.1], [-0.3, 0.0, -0.1], [-0.3, 0.0, 0.0], [0.0, -0.4, -0.4]],
  "mulliken_charge": [0.287, -0.342, 0.512, -0.606, 0.318, -0.654, -1.030, -0.052, -0.070, 0.236, -0.083, 0.320, -0.030, 0.272, 0.333, 0.332, 0.266, -0.440, -0.538, 0.318, 0.195, 0.141, 0.277, -0.114, -0.502, -0.092, 0.285, 0.153, 0.271, -0.571, -0.443, 0.159, 0.282, 0.313, 0.271, -0.317, -0.521, 0.277, 0.103, 0.165, 0.297, -0.497, -0.531, 0.127, 0.363, 0.229, 0.295, -0.672, -0.391, 0.242, 0.286, 0.292, 0.264, -0.472, -0.501, 0.122, 0.246, 0.332, 0.267, -0.517, -0.471, 0.193, 0.268, 0.267, 0.285, -0.534, -0.449, 0.220, 0.240, 0.254, 0.264],
  "molar_mass_g_mol": 387.3,
  "spin_multiplicity": 1,
  "lumo_ev": 0.1,
  "homo_energy_ev": -9.364,
  "smiles": "BCC(=O)N(C)C.CO.CO.CO.CO.CO.CO.CO.CO.CO",
  "homo_lumo_gap_ev": 9.48,
  "max_force_ev_per_a": 8.17
}

{
  "formula": "C5H6N",
  "method": "the ωB97M-V functional and the def2-TZVPD basis",
  "species": ["C", "C", "C", "C", "C", "N", "H", "H", "H", "H", "H", "H"],
  "xyz": [[2.564, -1.193, -0.141], [0.241, 0.818, 0.047], [1.594, 1.038, -0.010], [-0.401, -0.402, 0.081], [-1.802, -0.566, -0.147], [2.377, -0.032, -0.086], [-0.511, 1.648, -0.031], [2.116, 2.015, 0.206], [0.340, -1.194, 0.539], [-2.445, 0.170, -0.646], [-2.174, -0.793, 0.811], [-1.900, -1.509, -0.623]],
  "forces_ev_per_a": [[0.7, -0.7, -0.2], [-1.9, 2.2, -1.2], [0.1, 1.1, 1.6], [3.0, -0.3, 1.4], [0.0, -0.1, -0.9], [0.3, -0.3, -0.2], [1.3, -0.3, 0.1], [-0.9, -0.9, -0.8], [-2.2, 0.6, -1.2], [0.8, 0.2, 0.2], [-0.9, -0.3, 1.7], [-0.4, -1.2, -0.7]],
  "nbo_charge": [0.508, -0.366, 0.272, 0.225, -0.727, -0.592, 0.273, 0.281, 0.248, 0.276, 0.307, 0.294],
  "molar_mass_g_mol": 80.1,
  "de_lowest_kcal_mol": 97.4,
  "spin_multiplicity": 1,
  "lumo_ev": -7.5,
  "homo_energy_ev": -16.236,
  "homo_lumo_gap_ev": 8.69,
  "total_charge": 1,
  "max_force_ev_per_a": 3.32
}

{
  "formula": "C22H27Br2FN3OTeTi",
  "method": "the ωB97M-V functional and the def2-TZVPD basis",
  "species": ["Ti", "Br", "C", "C", "C", "Br", "C", "C", "C", "C", "N", "C", "C", "O", "H", "H", "H", "H", "F", "C", "C", "C", "C", "N", "N", "H", "H", "H", "H", "H", "H", "H", "H", "H", "H", "H", "H", "C", "C", "C", "C", "C", "C", "Te", "C", "C", "C", "H", "H", "H", "H", "H", "H", "H", "H", "H", "H", "H"],
  "xyz": [[0.026, -0.502, 1.233], [-2.792, 3.382, 1.196], [-3.281, 1.540, 1.250], [-4.589, 1.163, 1.001], [-4.922, -0.177, 1.040], [-6.738, -0.653, 0.664], [-3.981, -1.190, 1.308], [-4.242, -2.578, 1.399], [-3.169, -3.446, 1.665], [-1.891, -2.967, 1.790], [-1.595, -1.639, 1.699], [-2.643, -0.766, 1.507], [-2.276, 0.601, 1.502], [-1.005, 0.925, 1.729], [-5.341, 1.906, 0.777], [-5.241, -2.959, 1.257], [-3.352, -4.507, 1.775], [-1.052, -3.628, 1.965], [1.146, -1.829, 1.607], [-1.075, 0.689, -4.043], [-1.815, 1.472, -2.959], [-1.322, 2.919, -2.947], [-3.329, 1.427, -3.203], [-1.447, 0.932, -1.641], [-1.736, -0.427, -1.378], [-1.178, 1.187, -5.008], [-1.469, -0.325, -4.142], [-0.016, 0.631, -3.784], [-1.490, 3.391, -3.916], [-0.256, 2.929, -2.718], [-1.843, 3.496, -2.180], [-3.582, 1.941, -4.133], [-3.861, 1.915, -2.383], [-3.684, 0.397, -3.280], [-1.869, 1.498, -0.914], [-1.091, -0.988, -1.920], [-2.691, -0.659, -1.645], [6.802, -0.678, 2.767], [5.538, -0.459, 1.974], [5.350, -1.049, 0.734], [4.205, -0.813, -0.023], [4.042, -1.507, -1.348], [3.212, 0.041, 0.467], [1.496, 0.585, -0.702], [3.354, 0.572, 1.758], [2.246, 1.368, 2.396], [4.515, 0.330, 2.483], [7.428, -1.435, 2.296], [6.564, -1.003, 3.781], [7.377, 0.248, 2.838], [6.117, -1.707, 0.334], [4.903, -2.145, -1.558], [3.932, -0.783, -2.156], [3.140, -2.122, -1.341], [1.339, 0.744, 2.481], [1.981, 2.232, 1.786], [2.524, 1.710, 3.393], [4.629, 0.769, 3.470]],
  "forces_ev_per_a": [[1.0, -1.4, -0.9], [-0.1, -0.1, 0.0], [0.5, 0.1, 0.0], [-0.2, -0.1, 0.0], [-0.1, 0.0, -0.1], [0.1, 0.0, 0.1], [0.1, 0.2, 0.1], [0.0, -0.2, -0.1], [0.0, 0.2, 0.0], [0.0, -0.3, 0.0], [-0.6, -0.1, -0.1], [-0.3, 0.3, 0.1], [-1.0, 0.2, 0.1], [-1.3, 1.5, 0.8], [0.0, 0.0, 0.0], [0.0, 0.0, 0.0], [0.1, 0.0, 0.0], [0.0, 0.1, 0.0], [0.8, -1.0, 0.7], [0.0, 0.1, 0.1], [-0.1, 0.0, 0.0], [0.0, -0.1, 0.0], [0.1, 0.0, 0.0], [0.2, 0.1, -0.2], [-0.2, 0.2, -0.1], [0.0, 0.0, 0.0], [0.0, 0.0, 0.0], [0.0, 0.0, 0.0], [0.0, 0.0, 0.0], [0.0, 0.1, 0.0], [0.0, 0.0, 0.0], [0.0, 0.0, 0.0], [0.0, 0.0, 0.0], [-0.1, 0.0, 0.0], [0.0, -0.1, 0.1], [0.0, -0.1, 0.1], [0.0, -0.2, 0.0], [-0.2, 0.0, -0.1], [0.0, -0.1, 0.0], [0.0, 0.1, 0.0], [-0.1, 0.0, -0.1], [0.1, 0.0, 0.0], [0.0, 0.1, 0.0], [0.6, 0.2, -0.8], [0.1, 0.0, 0.1], [0.2, 0.0, -0.2], [0.0, 0.0, -0.1], [0.0, 0.0, 0.0], [0.1, 0.0, 0.0], [0.0, 0.0, 0.0], [0.0, 0.0, 0.0], [0.0, 0.0, 0.0], [0.0, 0.0, 0.0], [0.0, 0.0, 0.0], [0.3, 0.4, 0.4], [-0.1, 0.0, 0.0], [-0.1, -0.1, 0.1], [0.0, 0.0, 0.0]],
  "nbo_charge": [1.463, 0.026, -0.179, -0.273, -0.102, -0.008, -0.103, -0.280, -0.270, -0.001, -0.660, 0.117, 0.294, -0.784, 0.230, 0.210, 0.205, 0.201, -0.636, -0.626, 0.102, -0.613, -0.633, -0.478, -0.663, 0.203, 0.201, 0.233, 0.197, 0.232, 0.212, 0.205, 0.215, 0.200, 0.367, 0.361, 0.336, -0.619, -0.031, -0.225, -0.077, -0.629, -0.124, -0.187, -0.062, -0.595, -0.227, 0.205, 0.209, 0.208, 0.190, 0.194, 0.222, 0.230, 0.172, 0.241, 0.208, 0.191],
  "molar_mass_g_mol": 703.8,
  "de_lowest_kcal_mol": 23.4,
  "spin_multiplicity": 3,
  "lumo_ev": [2.5, 2.5],
  "homo_energy_ev": [-2.634, -4.384],
  "homo_lumo_gap_ev": [5.17, 6.92],
  "total_charge": -1,
  "max_force_ev_per_a": 2.13
}

{
  "formula": "C4H6N2",
  "method": "the ωB97M-V functional and the def2-TZVPD basis",
  "species": ["N", "C", "C", "C", "C", "N", "H", "H", "H", "H", "H", "H"],
  "xyz": [[-0.398, -0.894, 3.049], [-0.106, -0.463, 2.016], [0.320, 0.053, 0.705], [0.151, -0.861, -0.530], [-0.279, 0.424, -1.260], [-0.564, 1.027, 0.055], [1.359, 0.393, 0.807], [1.049, -1.362, -0.886], [-0.658, -1.581, -0.402], [-1.134, 0.385, -1.939], [0.572, 0.876, -1.789], [-0.312, 2.003, 0.174]],
  "forces_ev_per_a": [[0.3, 0.4, -1.0], [-0.3, -0.3, 0.8], [0.1, -0.1, 0.2], [0.1, -0.2, -0.1], [0.0, 0.0, -0.3], [-0.1, 0.3, 0.1], [-0.1, 0.0, 0.0], [-0.1, 0.0, 0.0], [0.1, 0.1, 0.0], [0.1, -0.1, 0.1], [-0.1, 0.0, 0.1], [0.0, -0.1, 0.0]],
  "nbo_charge": [-0.313, 0.277, -0.157, -0.388, -0.217, -0.587, 0.212, 0.216, 0.224, 0.197, 0.171, 0.365],
  "molar_mass_g_mol": 82.1,
  "de_lowest_kcal_mol": 35.5,
  "spin_multiplicity": 1,
  "lumo_ev": 0.8,
  "homo_energy_ev": -9.885,
  "smiles": "N#C[C@H]1CCN1",
  "homo_lumo_gap_ev": 10.70,
  "max_force_ev_per_a": 1.14
}

{
  "formula": "C10H13IrNPS",
  "method": "the ωB97M-V functional and the def2-TZVPD basis",
  "species": ["C", "C", "C", "C", "C", "Ir", "P", "H", "H", "H", "H", "H", "H", "H", "H", "S", "C", "N", "C", "C", "C", "C", "H", "H", "H", "H", "H"],
  "xyz": [[-0.749, 0.263, -3.432], [-1.734, 1.235, -3.124], [-1.192, 2.529, -3.394], [0.150, 2.364, -3.870], [0.434, 0.984, -3.938], [2.044, -0.476, -0.208], [0.633, -2.139, -0.614], [-0.817, -0.811, -3.306], [-2.729, 1.015, -2.748], [-1.696, 3.483, -3.268], [1.352, 0.516, -4.279], [0.834, 3.169, -4.119], [1.134, -3.188, -1.455], [-0.585, -1.828, -1.314], [0.112, -2.876, 0.501], [0.476, 0.824, 0.422], [0.394, 0.236, 2.054], [-0.832, -0.251, 2.447], [-0.991, -0.915, 3.626], [0.058, -0.944, 4.524], [1.282, -0.357, 4.187], [1.473, 0.182, 2.912], [-1.573, -0.281, 1.741], [-1.951, -1.398, 3.783], [-0.069, -1.445, 5.483], [2.109, -0.363, 4.894], [2.433, 0.470, 2.496]],
  "forces_ev_per_a": [[-1.2, 1.8, 0.3], [0.8, -1.3, -0.2], [0.1, -0.8, 0.1], [0.9, -1.7, -0.3], [-0.5, 2.0, 0.4], [1.4, -1.9, -0.8], [0.6, -1.0, -0.6], [-0.1, 0.2, -0.1], [0.3, 0.1, -0.1], [0.1, -0.2, 0.0], [-0.1, 0.2, 0.1], [-0.2, -0.2, 0.0], [-0.7, 0.0, 0.4], [0.7, -0.1, 0.5], [0.2, 0.3, -0.6], [-2.2, 3.0, 0.3], [1.1, 0.0, 0.4], [-0.9, 0.4, -1.5], [0.2, -0.8, 1.8], [-0.8, -0.1, -0.3], [0.8, -0.4, 1.4], [-0.9, -0.1, -1.6], [0.6, 0.1, 0.6], [0.2, 0.2, 0.1], [0.0, 0.1, -0.3], [-0.2, -0.1, -0.1], [-0.1, 0.3, 0.4]],
  "nbo_charge": [-0.146, -0.352, -0.052, -0.325, -0.195, 0.261, 0.161, 0.203, 0.220, 0.211, 0.214, 0.221, 0.001, 0.006, 0.019, -0.206, -0.021, -0.581, -0.068, -0.232, -0.310, -0.292, 0.410, 0.204, 0.220, 0.209, 0.220],
  "molar_mass_g_mol": 402.5,
  "de_lowest_kcal_mol": 0.0,
  "spin_multiplicity": 5,
  "lumo_ev": [-0.4, -1.8],
  "homo_energy_ev": [-4.910, -7.454],
  "homo_lumo_gap_ev": [4.48, 5.69],
  "max_force_ev_per_a": 3.70
}

{
  "formula": "C5H10NiO5",
  "method": "the ωB97M-V functional and the def2-TZVPD basis",
  "species": ["C", "C", "O", "C", "O", "O", "O", "Ni", "H", "H", "H", "H", "H", "C", "C", "O", "H", "H", "H", "H", "H"],
  "xyz": [[-1.908, 2.007, 1.776], [-0.652, 1.557, 1.100], [-0.766, 0.148, 0.764], [0.257, -0.429, 0.192], [1.335, 0.195, -0.053], [0.136, -1.633, -0.196], [-1.755, 3.303, 2.224], [1.876, -1.367, -0.833], [-2.222, 1.322, 2.577], [0.213, 1.673, 1.765], [-0.483, 2.128, 0.178], [-2.380, 3.491, 2.956], [-3.172, 1.834, 1.010], [-4.594, 1.712, 0.230], [-5.346, 0.422, 0.271], [-4.622, -0.569, -0.452], [-5.133, 2.553, 0.676], [-4.268, 2.011, -0.772], [-6.346, 0.545, -0.183], [-5.502, 0.098, 1.314], [-5.102, -1.402, -0.436]],
  "forces_ev_per_a": [[-2.6, -1.0, 0.3], [0.4, 0.6, -0.4], [0.7, -0.8, -0.4], [-3.6, 1.9, 1.4], [0.8, 0.8, 0.1], [0.4, -0.6, -0.1], [-0.2, 0.4, 0.3], [1.3, -1.3, -1.0], [0.4, 0.0, -0.1], [-0.2, 0.1, -0.1], [0.1, -0.2, 0.2], [0.5, -0.2, -0.7], [0.8, 0.0, 0.0], [0.4, 0.8, -0.2], [0.2, -0.4, 0.3], [0.2, 0.1, 0.0], [0.2, -0.2, 0.2], [0.1, -0.3, 0.2], [0.2, 0.2, 0.1], [0.0, 0.1, -0.2], [-0.1, 0.1, 0.0]],
  "nbo_charge": [-0.007, -0.117, -0.426, 0.957, -0.728, -0.684, -0.699, 1.500, 0.175, 0.208, 0.210, 0.498, 0.162, -0.432, -0.120, -0.732, 0.204, 0.202, 0.186, 0.169, 0.474],
  "molar_mass_g_mol": 208.8,
  "spin_multiplicity": 4,
  "lumo_ev": [-6.6, -7.6],
  "homo_energy_ev": [-10.081, -12.391],
  "homo_lumo_gap_ev": [3.50, 4.74],
  "total_charge": 1,
  "max_force_ev_per_a": 4.30
}